Formula: C46H44N6P2STeZr
Source: the Open Molecules 2025 dataset
Level of theory: ωB97M-V/def2-TZVPD

Last column: Mulliken charge in e.
Element x y z (Å)
Zr1 -0.4618 -0.3932 1.6432  -1.6724
N1 2.6131 -2.5651 4.2297  -0.2900
C1 1.5210 -2.1082 3.6196  0.7091
S1 1.5624 -0.4245 3.1242  -0.4774
N2 0.5164 -2.9377 3.4585  -1.9560
N3 -0.5392 -2.3745 2.8294  1.2974
C2 -1.6493 -3.0195 2.8572  -0.9482
C3 -2.8211 -2.4129 2.2458  1.2688
C4 -4.0883 -2.9521 2.4095  -1.0307
C5 -5.1650 -2.2924 1.8412  -0.5972
C6 -4.9492 -1.1135 1.1394  -0.9623
C7 -3.6610 -0.6275 1.0403  -0.2385
N4 -2.6138 -1.2608 1.5765  1.1214
H1 3.3972 -1.9638 4.4115  0.1993
H2 2.6150 -3.5034 4.5973  0.2788
H3 -1.7228 -3.9685 3.3775  0.4676
H4 -4.2209 -3.8698 2.9646  0.5545
H5 -6.1646 -2.6919 1.9467  0.4723
H6 -5.7663 -0.5746 0.6822  0.5288
H7 -3.4407 0.2919 0.5104  0.2325
Te1 0.7120 -1.3015 -3.5129  0.3445
C8 2.6190 -0.6916 -4.2027  0.0144
C9 3.0191 0.6376 -4.1350  0.0005
C10 4.2999 0.9740 -4.5476  -0.4171
N5 5.1720 0.0930 -5.0269  -0.6114
C11 4.7744 -1.1701 -5.1198  -0.3714
C12 3.5186 -1.6143 -4.7188  -0.2864
C13 0.8982 -0.7593 -1.5149  -1.9002
P1 0.3998 0.6940 -0.7085  2.5506
C14 -0.3459 1.8441 -1.9024  0.1450
C15 0.3000 3.0070 -2.3136  -0.3790
C16 -0.2555 3.7985 -3.3129  -1.2211
C17 -1.4655 3.4452 -3.8932  -0.7136
C18 -2.1268 2.2951 -3.4738  -0.5510
C19 -1.5657 1.4983 -2.4880  -0.9107
C20 1.8605 1.5788 -0.0426  0.9092
C21 3.1145 1.3367 -0.6033  -0.2899
C22 4.2449 1.9455 -0.0835  -0.9207
C23 4.1415 2.7863 1.0175  -0.9395
C24 2.9030 3.0184 1.5973  -1.1056
C25 1.7683 2.4185 1.0669  -0.1224
P2 0.8503 -1.9371 -0.2406  2.9714
C26 2.4296 -2.7931 -0.0256  0.6992
C27 3.4682 -2.4571 -0.8934  -0.6599
C28 4.6983 -3.0879 -0.7890  -0.9419
C29 4.9030 -4.0520 0.1863  -0.7796
C30 3.8762 -4.3835 1.0604  -1.2157
C31 2.6441 -3.7571 0.9592  -0.2500
C32 -0.3923 -3.2226 -0.6264  0.8057
C33 -0.1741 -4.5951 -0.5405  -0.5492
C34 -1.1955 -5.4869 -0.8422  -0.8152
C35 -2.4436 -5.0224 -1.2315  -0.7772
C36 -2.6674 -3.6559 -1.3367  -0.8133
C37 -1.6456 -2.7675 -1.0419  -0.0548
H8 2.3469 1.4103 -3.7808  0.4082
H9 4.6374 2.0041 -4.4975  0.3979
H10 5.4943 -1.8730 -5.5244  0.3871
H11 3.2685 -2.6642 -4.8001  0.4040
H12 1.2517 3.2843 -1.8764  0.6402
H13 0.2685 4.6842 -3.6486  0.5312
H14 -1.8848 4.0519 -4.6851  0.4308
H15 -3.0591 2.0043 -3.9410  0.5085
H16 -2.0590 0.5739 -2.2006  0.3060
H17 3.1982 0.6494 -1.4358  0.3774
H18 5.2125 1.7547 -0.5295  0.5333
H19 5.0287 3.2491 1.4288  0.4163
H20 2.8207 3.6570 2.4673  0.5030
H21 0.8121 2.5980 1.5433  0.5003
H22 3.3099 -1.7006 -1.6517  -0.1196
H23 5.4956 -2.8266 -1.4724  0.5067
H24 5.8612 -4.5480 0.2654  0.4271
H25 4.0357 -5.1375 1.8205  0.4666
H26 1.8498 -4.0308 1.6429  0.8824
H27 0.7952 -4.9781 -0.2548  0.5155
H28 -1.0079 -6.5511 -0.7872  0.4731
H29 -3.2284 -5.7251 -1.4782  0.4341
H30 -3.6278 -3.2860 -1.6744  0.5162
H31 -1.8088 -1.7023 -1.1877  -0.0193
C38 -3.7979 3.3882 -0.0122  -0.6678
N6 -2.7328 4.3284 0.4353  0.1270
C39 -2.3469 5.2626 -0.6626  -0.8069
C40 -1.5315 3.5859 0.9655  0.3761
C41 -1.8196 2.8631 2.2544  0.5518
C42 -2.4183 3.5559 3.3017  -0.8812
C43 -2.6662 2.9429 4.5232  -1.0303
C44 -2.2907 1.6254 4.7157  -1.2321
C45 -1.6699 0.9532 3.6681  -0.0194
C46 -1.4150 1.5302 2.4236  1.3762
H32 -4.6635 3.9612 -0.3349  0.4626
H33 -4.0621 2.7448 0.8236  0.3486
H34 -3.3977 2.8112 -0.8447  0.1794
H35 -3.1177 4.8806 1.2030  0.4530
H36 -1.9296 4.6715 -1.4761  0.3155
H37 -1.6034 5.9599 -0.2854  0.3628
H38 -3.2320 5.7973 -0.9975  0.4001
H39 -0.7397 4.3290 1.0757  0.5258
H40 -1.2402 2.8939 0.1780  -0.8527
H41 -2.6839 4.6061 3.2048  0.4023
H42 -3.1305 3.5031 5.3232  0.4435
H43 -2.4582 1.1360 5.6656  0.5052
H44 -1.3622 -0.0822 3.8860  0.4321

Total charge ... +2
Energy relative to the best compared isomer or geometry (same formula, charge and spin) ... 1.2 kJ/mol
E_HOMO ... -11.67 eV
LUMO level ... -6.253 eV
Energy ... -3503.343383 Eh
Gap between HOMO and LUMO ... 5.42 eV



Formula: C46H45AlN3SbTe
Source: the Open Molecules 2025 dataset
Level of theory: ωB97M-V/def2-TZVPD

Last column: Mulliken charge in e.
Element x y z (Å)
Al1 -1.1377 -0.8790 0.4063  -0.5252
C1 0.0967 -3.5064 -0.3121  -1.0420
N1 -0.4903 -2.8328 0.8884  1.1849
C2 0.6316 -2.7335 1.8750  -1.3107
C3 -1.7082 -3.5504 1.3444  0.5467
C4 -1.6179 -4.8819 1.7884  -0.4539
C5 -2.7649 -5.6294 2.0015  -1.0655
C6 -4.0075 -4.9551 1.8670  -0.8117
C7 -4.1242 -3.6510 1.3736  -1.3593
C8 -2.9683 -2.9132 1.1632  0.5277
N2 -2.9122 -1.5553 0.7090  1.2731
C9 -3.9896 -0.7239 0.4575  0.3647
C10 -5.2839 -0.8653 1.0091  -1.0945
C11 -6.3686 -0.0980 0.5726  -0.9522
C12 -6.1737 0.9771 -0.3168  -0.8289
C13 -4.8906 1.1770 -0.8585  -0.5641
C14 -3.8177 0.3134 -0.5278  0.1726
N3 -2.5262 0.4528 -1.1131  1.0386
C15 -2.4084 -0.1693 -2.4434  -1.0522
C16 -2.0450 1.8446 -1.1680  -0.9649
H1 0.1380 -4.5810 -0.1056  0.5085
H2 1.1344 -3.1212 -0.4298  0.3406
H3 -0.5226 -3.3126 -1.1598  0.2899
H4 1.1001 -3.7027 1.9958  0.5251
H5 0.2598 -2.4820 2.8645  0.5198
H6 1.3783 -2.0714 1.4468  0.2917
H7 -0.5538 -5.2210 1.9329  0.3299
H8 -2.7130 -6.6567 2.3058  0.4665
H9 -4.8890 -5.5205 2.0536  0.4514
H10 -5.1085 -3.1920 1.1524  0.7527
H11 -5.3993 -1.5771 1.8170  0.8884
H12 -7.3648 -0.3374 0.9374  0.4295
H13 -6.9411 1.7237 -0.5780  0.4158
H14 -4.7071 2.0316 -1.5038  0.3681
H15 -3.2118 0.1779 -3.1538  0.3719
H16 -2.5203 -1.2478 -2.2930  0.2570
H17 -1.4110 0.0327 -2.8569  0.3752
H18 -2.5963 2.4288 -1.9194  0.4872
H19 -0.9560 1.7940 -1.4392  0.1062
H20 -2.1079 2.3114 -0.1677  0.3612
C17 6.0239 -1.4518 -1.4031  -0.4830
C18 5.1592 -2.2557 -2.1789  -0.8737
C19 3.7800 -2.0285 -2.0361  -0.2650
C20 3.2798 -1.0075 -1.1841  0.6160
C21 4.1703 -0.2862 -0.4164  -0.0631
C22 5.5557 -0.4251 -0.5478  -0.8398
Sb1 1.2220 -0.3403 -1.5746  0.5530
C23 1.3683 -0.7094 -3.6730  0.5121
C24 0.5676 -1.6654 -4.3373  -0.4092
C25 0.7326 -2.0148 -5.6726  -0.6098
C26 1.7840 -1.3886 -6.4226  -0.5476
C27 2.6270 -0.4870 -5.7882  -0.8699
C28 2.4936 -0.2569 -4.3666  -0.5457
C29 1.8755 1.7257 -1.8621  0.8596
C30 1.8258 2.3424 -3.1011  -0.9503
C31 2.5278 3.5609 -3.2872  -0.7756
C32 3.1430 4.2033 -2.2224  -0.6025
C33 3.0831 3.6491 -0.9544  -1.0951
C34 2.4186 2.4216 -0.7680  -0.2149
H21 7.0802 -1.6281 -1.4616  0.4082
H22 5.4844 -3.0827 -2.7986  0.4559
H23 3.0729 -2.7336 -2.5135  0.3310
H24 3.7219 0.3870 0.3256  0.3502
H25 6.2079 0.2395 0.0012  0.4772
H26 -0.3124 -2.0705 -3.8166  0.1562
H27 0.1311 -2.8166 -6.1368  0.4144
H28 1.9398 -1.5626 -7.5058  0.3818
H29 3.4650 0.0302 -6.2806  0.4062
H30 3.2542 0.3204 -3.8661  0.6580
H31 1.2282 1.9308 -3.8610  0.8235
H32 2.4778 4.0520 -4.2792  0.4103
H33 3.6598 5.1388 -2.3978  0.4261
H34 3.4432 4.1644 -0.0606  0.4913
H35 2.2966 1.9499 0.2334  0.2461
Te1 -0.8997 0.3141 2.7781  0.6025
C35 -1.4700 2.3893 2.8708  0.4613
C36 -2.5262 2.6713 3.7600  -0.7147
C37 -2.7795 4.0003 4.0523  -0.7304
C38 -2.0573 5.0195 3.4274  -0.4889
C39 -1.0789 4.7339 2.5010  -0.8649
C40 -0.7985 3.4054 2.2089  -0.2327
C41 1.0046 0.9521 3.6121  0.5079
C42 1.8524 2.0142 3.1227  0.5482
C43 2.9282 2.4369 3.8842  -0.8309
C44 3.3197 1.6400 4.9997  -0.4337
C45 2.5236 0.6370 5.4876  -0.7255
C46 1.2934 0.3573 4.8639  -0.5797
H36 -3.1263 1.8457 4.0907  0.4929
H37 -3.5546 4.2220 4.7644  0.4373
H38 -2.1297 6.0688 3.7847  0.3512
H39 -0.4457 5.4876 2.0215  0.4291
H40 -0.0842 3.1703 1.4645  0.7364
H41 1.5536 2.4656 2.1866  -0.1223
H42 3.4744 3.3382 3.5764  0.4044
H43 4.3021 1.8586 5.4236  0.4043
H44 2.7617 0.1316 6.4323  0.4004
H45 0.6471 -0.3617 5.2854  0.4963

Total charge ... +2
Energy relative to the best compared isomer or geometry (same formula, charge and spin) ... 238.8 kJ/mol
E_HOMO ... -12.34 eV
LUMO level ... -5.872 eV
Energy ... -2694.277688 Eh
Gap between HOMO and LUMO ... 6.47 eV



Question: Which value of energy does entry 1 give?
Answer: -3503.343383 Eh



Question: What is the formula in the first record?
Answer: C46H44N6P2STeZr



Question: Look up the energy relative to the best compared isomer or geometry (same formula, charge and spin) of the first one.
Answer: 1.2 kJ/mol